{
  "formula": "C34H25BrClIInN7O5S3",
  "method": "ωB97M-V/def2-TZVPD",
  "species": ["In", "Cl", "C", "C", "C", "I", "C", "O", "C", "N", "C", "C", "C", "C", "H", "H", "H", "H", "C", "C", "N", "C", "C", "S", "C", "C", "S", "C", "N", "C", "H", "H", "H", "H", "H", "H", "H", "H", "N", "C", "C", "C", "C", "C", "C", "S", "O", "O", "N", "C", "N", "C", "C", "C", "N", "H", "H", "H", "H", "H", "H", "H", "H", "H", "Br", "C", "C", "C", "C", "C", "C", "C", "O", "O", "H", "H", "H", "H"],
  "positions_angstrom": [[0.626, 0.298, -0.021], [-1.480, -3.029, -5.753], [-0.944, -2.650, -4.144], [-0.226, -3.577, -3.438], [0.192, -3.294, -2.134], [1.318, -4.672, -1.035], [-0.098, -2.097, -1.489], [0.226, -1.847, -0.261], [-0.777, -1.108, -2.280], [-0.918, 0.114, -1.716], [-1.518, 1.078, -2.368], [-2.078, 0.869, -3.636], [-1.926, -0.345, -4.249], [-1.232, -1.383, -3.591], [0.020, -4.528, -3.888], [-1.539, 2.047, -1.891], [-2.587, 1.682, -4.134], [-2.314, -0.520, -5.243], [4.402, 0.621, 0.078], [3.772, -0.383, 0.974], [2.510, -0.485, 1.289], [2.260, -1.532, 2.148], [3.362, -2.242, 2.501], [4.745, -1.591, 1.738], [0.895, -1.798, 2.576], [0.490, -2.875, 3.301], [-1.210, -2.874, 3.435], [-1.283, -1.411, 2.508], [-0.115, -0.963, 2.165], [-2.596, -0.815, 2.158], [3.789, 1.515, 0.035], [4.469, 0.207, -0.929], [5.408, 0.865, 0.417], [3.436, -3.102, 3.145], [1.090, -3.666, 3.717], [-3.387, -1.557, 2.251], [-2.567, -0.446, 1.136], [-2.829, 0.026, 2.815], [2.187, 3.544, 6.738], [1.818, 3.422, 5.416], [1.846, 2.172, 4.784], [1.454, 2.052, 3.468], [1.024, 3.171, 2.768], [0.968, 4.411, 3.380], [1.361, 4.533, 4.699], [0.617, 2.979, 1.064], [1.749, 2.256, 0.460], [0.289, 4.247, 0.491], [-0.563, 1.889, 0.906], [-1.851, 2.348, 1.084], [-2.044, 3.307, 2.001], [-3.279, 3.765, 2.139], [-4.347, 3.290, 1.397], [-4.050, 2.267, 0.513], [-2.823, 1.792, 0.352], [2.746, 2.807, 7.130], [2.392, 4.465, 7.080], [2.198, 1.304, 5.329], [1.478, 1.096, 2.967], [0.621, 5.264, 2.813], [1.331, 5.501, 5.186], [-3.416, 4.530, 2.897], [-5.347, 3.683, 1.505], [-4.820, 1.799, -0.093], [4.862, -2.645, -7.234], [3.991, -1.725, -5.816], [3.816, -2.375, -4.604], [3.198, -1.697, -3.567], [2.747, -0.393, -3.744], [2.915, 0.231, -4.974], [3.546, -0.429, -6.016], [2.057, 0.338, -2.622], [1.511, 1.420, -2.820], [2.112, -0.264, -1.479], [4.156, -3.394, -4.479], [3.048, -2.181, -2.610], [2.543, 1.240, -5.098], [3.700, 0.059, -6.968]],
  "de_lowest_ev": 0.627,
  "homo_lumo_gap_ev": 7.49,
  "largest_force_ev_per_a": 1.24,
  "energy_ha": -6786.91728,
  "homo_ha": -0.2720
}


{
  "formula": "C34H25N6O3PbS3",
  "method": "ωB97M-V/def2-TZVPD",
  "species": ["Pb", "C", "O", "C", "C", "C", "C", "C", "C", "N", "N", "C", "O", "C", "C", "C", "C", "C", "C", "C", "O", "H", "H", "H", "H", "H", "H", "H", "H", "H", "H", "H", "H", "S", "C", "N", "C", "C", "C", "C", "C", "C", "S", "H", "H", "H", "H", "N", "C", "C", "C", "C", "C", "C", "S", "N", "C", "C", "C", "C", "C", "C", "N", "H", "H", "H", "H", "H", "H", "H", "H", "H"],
  "positions_angstrom": [[0.187, 1.520, -1.281], [2.644, -0.160, -4.504], [3.889, -0.570, -3.916], [4.304, -0.254, -2.681], [5.465, -0.794, -2.248], [5.996, -0.538, -0.934], [5.364, 0.243, -0.051], [4.104, 0.879, -0.398], [3.492, 1.575, 0.585], [2.255, 2.246, 0.507], [1.880, 2.632, 1.629], [0.569, 3.278, 1.602], [-0.092, 3.365, 0.584], [0.128, 3.778, 2.908], [-1.074, 4.488, 2.970], [-1.515, 4.988, 4.178], [-0.763, 4.780, 5.330], [0.430, 4.075, 5.275], [0.882, 3.573, 4.066], [3.572, 0.693, -1.804], [2.605, 1.311, -2.229], [2.650, -0.638, -5.480], [1.800, -0.521, -3.919], [2.591, 0.920, -4.615], [6.004, -1.444, -2.923], [6.930, -1.010, -0.663], [5.763, 0.407, 0.940], [3.967, 1.626, 1.561], [-1.643, 4.645, 2.064], [-2.441, 5.544, 4.229], [-1.109, 5.176, 6.276], [1.010, 3.918, 6.174], [1.809, 3.023, 4.016], [-0.794, 2.202, -3.813], [-1.015, 0.486, -3.837], [-0.613, -0.304, -2.873], [-0.920, -1.631, -3.125], [-0.624, -2.703, -2.285], [-0.999, -3.972, -2.680], [-1.659, -4.182, -3.895], [-1.955, -3.126, -4.735], [-1.581, -1.847, -4.339], [-1.808, -0.327, -5.155], [-0.103, -2.535, -1.350], [-0.773, -4.817, -2.044], [-1.939, -5.187, -4.182], [-2.462, -3.293, -5.676], [-2.241, -1.507, 1.690], [-1.425, -2.357, 2.468], [-2.013, -3.235, 3.361], [-1.226, -4.081, 4.131], [0.151, -4.054, 4.000], [0.740, -3.174, 3.100], [-0.042, -2.323, 2.338], [0.742, -1.201, 1.218], [-0.561, -0.427, 0.447], [-1.786, -0.644, 0.741], [-2.832, 0.110, -0.027], [-4.160, -0.292, -0.033], [-5.088, 0.461, -0.741], [-4.660, 1.585, -1.416], [-3.307, 1.895, -1.386], [-2.413, 1.177, -0.717], [-3.216, -1.482, 1.927], [-3.093, -3.259, 3.454], [-1.696, -4.760, 4.828], [0.771, -4.711, 4.592], [1.818, -3.150, 2.994], [-4.483, -1.195, 0.462], [-6.127, 0.161, -0.765], [-5.342, 2.206, -1.978], [-2.918, 2.736, -1.947]],
  "de_lowest_ev": 0.541,
  "homo_lumo_gap_ev": 5.29,
  "largest_force_ev_per_a": 0.71,
  "energy_ha": -3252.10722,
  "homo_ha": -0.3723,
  "charge": 1
}


{
  "formula": "C34H26F5N5O3RhS",
  "method": "ωB97M-V/def2-TZVPD",
  "species": ["Rh", "C", "O", "C", "C", "C", "C", "C", "C", "N", "C", "N", "C", "C", "C", "C", "C", "C", "O", "C", "N", "C", "C", "C", "C", "C", "C", "O", "C", "H", "H", "H", "H", "H", "H", "H", "H", "H", "H", "H", "H", "H", "H", "H", "H", "H", "H", "H", "H", "H", "H", "N", "C", "C", "C", "C", "C", "N", "C", "H", "H", "H", "H", "F", "C", "C", "F", "C", "F", "C", "S", "C", "F", "C", "F"],
  "positions_angstrom": [[-0.498, 1.436, 0.876], [3.450, -3.691, -3.688], [2.405, -3.076, -2.933], [1.310, -3.837, -2.647], [1.142, -5.159, -3.017], [-0.015, -5.840, -2.638], [-0.980, -5.204, -1.884], [-0.807, -3.874, -1.504], [0.324, -3.186, -1.898], [0.623, -1.838, -1.549], [-0.179, -0.957, -0.911], [-1.446, -0.910, -1.252], [-2.493, -0.152, -0.685], [-2.293, 0.853, 0.232], [-3.444, 1.530, 0.683], [-4.701, 1.201, 0.225], [-4.878, 0.187, -0.717], [-3.768, -0.488, -1.169], [-3.781, -1.502, -2.082], [-5.031, -1.819, -2.695], [0.358, -0.124, -0.016], [1.656, -0.465, 0.437], [2.705, 0.493, 0.478], [4.046, -0.068, 0.483], [4.255, -1.336, 0.909], [3.143, -2.153, 1.264], [1.851, -1.731, 1.003], [0.734, -2.473, 1.181], [0.890, -3.824, 1.623], [4.220, -2.937, -3.810], [3.085, -4.001, -4.667], [3.858, -4.550, -3.156], [1.897, -5.664, -3.600], [-0.146, -6.872, -2.936], [-1.872, -5.733, -1.577], [-1.557, -3.394, -0.887], [1.610, -1.621, -1.552], [-1.726, -1.511, -2.015], [-3.372, 2.323, 1.406], [-5.564, 1.740, 0.594], [-5.865, -0.061, -1.076], [-4.823, -2.595, -3.423], [-5.446, -0.944, -3.196], [-5.737, -2.192, -1.953], [2.553, 1.268, -0.268], [4.871, 0.587, 0.228], [5.254, -1.746, 0.975], [3.319, -3.133, 1.682], [-0.113, -4.225, 1.718], [1.390, -3.862, 2.591], [1.448, -4.406, 0.888], [2.571, 6.713, 2.851], [2.615, 5.575, 2.697], [2.651, 4.153, 2.493], [3.807, 3.379, 2.697], [3.746, 2.049, 2.460], [2.525, 1.395, 2.022], [1.397, 2.211, 1.821], [1.505, 3.506, 2.047], [4.721, 3.846, 3.041], [4.618, 1.425, 2.608], [2.291, 0.570, 2.697], [0.633, 4.113, 1.856], [-3.372, 7.002, 3.045], [-2.750, 6.140, 2.251], [-2.415, 4.885, 2.715], [-2.705, 4.518, 3.958], [-1.771, 4.024, 1.851], [-1.426, 2.768, 2.333], [-1.441, 4.322, 0.562], [-0.604, 3.209, -0.528], [-1.786, 5.591, 0.124], [-1.490, 5.955, -1.124], [-2.431, 6.492, 0.950], [-2.750, 7.696, 0.498]],
  "de_lowest_ev": 3.358,
  "homo_lumo_gap_ev": [6.28, 5.55],
  "largest_force_ev_per_a": 1.96,
  "energy_ha": -2818.44572,
  "homo_ha": [-0.3885, -0.3728],
  "charge": 1
}


{
  "formula": "C34H27Br3N3SiSn",
  "method": "ωB97M-V/def2-TZVPD",
  "species": ["Sn", "Br", "C", "C", "C", "N", "C", "C", "C", "C", "C", "Br", "C", "C", "N", "H", "H", "H", "H", "H", "H", "C", "C", "C", "C", "C", "Br", "N", "C", "H", "H", "H", "H", "H", "H", "C", "C", "C", "C", "C", "C", "Si", "C", "C", "C", "C", "C", "C", "C", "C", "C", "C", "C", "C", "H", "H", "H", "H", "H", "H", "H", "H", "H", "H", "H", "H", "H", "H", "H"],
  "positions_angstrom": [[-3.053, -10.239, 15.083], [-6.736, -16.103, 16.245], [-5.502, -14.769, 15.842], [-5.507, -14.257, 14.612], [-4.726, -13.129, 14.357], [-3.885, -12.641, 15.262], [-3.773, -13.226, 16.461], [-4.609, -14.258, 16.814], [-2.851, -12.611, 17.440], [-2.257, -13.399, 18.435], [-1.240, -12.801, 19.239], [-0.608, -13.716, 20.770], [-0.711, -11.553, 18.805], [-1.349, -10.907, 17.797], [-2.415, -11.379, 17.137], [-6.182, -14.703, 13.866], [-4.658, -12.668, 13.384], [-4.464, -14.779, 17.768], [-2.624, -14.376, 18.652], [0.070, -10.999, 19.369], [-0.952, -9.969, 17.446], [-5.176, -7.538, 19.995], [-4.137, -7.446, 18.951], [-3.332, -6.320, 18.820], [-2.440, -6.164, 17.829], [-2.271, -7.226, 16.932], [-1.203, -6.992, 15.378], [-2.941, -8.404, 17.055], [-3.792, -8.480, 18.070], [-4.947, -7.562, 21.064], [-5.833, -8.386, 19.773], [-5.692, -6.578, 20.028], [-3.545, -5.423, 19.456], [-1.916, -5.159, 17.794], [-4.375, -9.417, 18.096], [-5.321, -5.202, 15.372], [-4.801, -5.880, 14.320], [-5.066, -7.230, 14.113], [-5.725, -7.977, 15.092], [-6.322, -7.242, 16.130], [-6.118, -5.909, 16.246], [-5.694, -9.802, 15.152], [-6.004, -10.506, 13.371], [-5.128, -10.504, 12.333], [-5.369, -11.231, 11.155], [-6.396, -12.114, 11.101], [-7.290, -12.190, 12.176], [-7.083, -11.442, 13.317], [-6.940, -10.457, 16.371], [-6.571, -11.513, 17.177], [-7.522, -12.156, 17.970], [-8.890, -11.816, 17.965], [-9.244, -10.738, 17.186], [-8.260, -10.057, 16.410], [-5.225, -4.079, 15.466], [-4.254, -5.367, 13.555], [-4.518, -7.678, 13.277], [-6.712, -7.790, 16.970], [-6.583, -5.391, 17.024], [-4.134, -9.937, 12.359], [-4.613, -11.042, 10.331], [-6.625, -12.682, 10.180], [-8.183, -12.819, 12.179], [-7.844, -11.444, 14.079], [-5.570, -11.866, 17.207], [-7.209, -12.836, 18.722], [-9.507, -12.306, 18.646], [-10.176, -10.191, 17.221], [-8.495, -9.184, 15.798]],
  "de_lowest_ev": 0.048,
  "homo_lumo_gap_ev": 6.60,
  "largest_force_ev_per_a": 3.12,
  "energy_ha": -9701.72611,
  "homo_ha": -0.3666,
  "charge": 1
}


{
  "formula": "C34H27ClI2MoN6O4",
  "method": "ωB97M-V/def2-TZVPD",
  "species": ["Mo", "C", "N", "C", "C", "N", "C", "C", "C", "C", "C", "C", "N", "C", "N", "C", "C", "C", "C", "C", "C", "N", "H", "H", "H", "H", "H", "H", "H", "H", "H", "H", "H", "H", "H", "H", "H", "I", "C", "C", "C", "I", "C", "C", "C", "C", "N", "C", "C", "O", "H", "H", "H", "H", "C", "C", "C", "C", "Cl", "C", "C", "C", "O", "C", "C", "O", "O", "H", "H", "H", "H", "H", "H", "H", "H"],
  "positions_angstrom": [[0.294, 0.089, -0.182], [-2.669, -1.112, -0.331], [-2.007, 0.224, -0.442], [-2.383, 0.976, -1.673], [-1.211, 1.075, -2.590], [-0.041, 0.546, -2.296], [0.794, 0.822, -3.393], [2.109, 0.446, -3.671], [2.639, 0.868, -4.873], [1.895, 1.629, -5.789], [0.585, 1.979, -5.539], [0.062, 1.551, -4.326], [-1.212, 1.695, -3.777], [-1.655, -2.184, -0.545], [-0.372, -1.902, -0.547], [0.310, -3.119, -0.639], [1.672, -3.399, -0.658], [2.023, -4.728, -0.771], [1.059, -5.748, -0.862], [-0.293, -5.475, -0.835], [-0.638, -4.135, -0.718], [-1.881, -3.501, -0.648], [-3.487, -1.192, -1.049], [-3.104, -1.208, 0.666], [-2.311, 0.775, 0.354], [-2.742, 1.969, -1.396], [-3.210, 0.477, -2.182], [2.681, -0.171, -2.994], [3.654, 0.594, -5.128], [2.356, 1.932, -6.718], [0.003, 2.542, -6.255], [-2.001, 2.153, -4.206], [2.417, -2.621, -0.568], [3.069, -4.999, -0.787], [1.388, -6.773, -0.949], [-1.033, -6.260, -0.900], [-2.783, -3.949, -0.666], [2.507, -2.498, 3.831], [1.510, -0.697, 3.782], [1.425, 0.100, 4.958], [0.797, 1.317, 4.983], [0.762, 2.421, 6.734], [0.184, 1.814, 3.790], [-0.457, 3.054, 3.632], [-0.962, 3.426, 2.406], [-0.836, 2.553, 1.328], [-0.265, 1.361, 1.453], [0.264, 0.996, 2.651], [0.934, -0.241, 2.625], [0.955, -0.852, 1.441], [1.891, -0.279, 5.857], [-0.529, 3.727, 4.477], [-1.420, 4.393, 2.258], [-1.161, 2.847, 0.335], [2.090, 5.591, -1.321], [2.274, 5.118, 0.089], [1.663, 5.765, 1.156], [1.823, 5.299, 2.453], [0.987, 6.088, 3.757], [2.624, 4.206, 2.721], [3.239, 3.545, 1.666], [3.044, 3.989, 0.368], [3.569, 3.348, -0.748], [3.785, 1.975, -0.627], [2.467, 1.253, -0.552], [2.336, -0.013, -0.644], [1.391, 1.885, -0.353], [1.447, 6.467, -1.350], [1.647, 4.808, -1.941], [3.045, 5.851, -1.780], [1.052, 6.639, 0.974], [2.776, 3.871, 3.738], [3.860, 2.691, 1.894], [4.362, 1.710, 0.265], [4.357, 1.615, -1.483]],
  "de_lowest_ev": 0.320,
  "homo_lumo_gap_ev": [6.75, 6.25],
  "largest_force_ev_per_a": 0.42,
  "energy_ha": -3064.79537,
  "multiplicity": 3,
  "homo_ha": [-0.4659, -0.4726],
  "charge": 2
}


{
  "formula": "C34H27ClIN5O6Pb",
  "method": "ωB97M-V/def2-TZVPD",
  "species": ["Pb", "C", "O", "C", "C", "C", "C", "C", "C", "N", "N", "C", "O", "C", "C", "C", "C", "C", "C", "C", "O", "H", "H", "H", "H", "H", "H", "H", "H", "H", "H", "H", "H", "Cl", "C", "C", "C", "I", "C", "O", "C", "N", "C", "C", "C", "C", "H", "H", "H", "H", "N", "C", "C", "C", "O", "O", "H", "H", "H", "H", "H", "H", "N", "C", "C", "C", "C", "C", "C", "C", "H", "H", "H", "H", "H"],
  "positions_angstrom": [[-0.397, -0.541, -0.520], [3.516, -1.968, -0.668], [2.987, -2.974, -1.548], [2.079, -3.887, -1.126], [1.908, -5.019, -1.906], [0.947, -5.993, -1.617], [0.099, -5.867, -0.538], [0.263, -4.737, 0.257], [-0.395, -4.230, 1.411], [0.159, -3.105, 1.770], [-0.142, -2.340, 2.800], [0.212, -1.028, 2.805], [0.868, -0.420, 1.948], [-0.358, -0.289, 3.976], [-0.238, 1.095, 3.990], [-0.808, 1.836, 5.014], [-1.503, 1.193, 6.031], [-1.612, -0.190, 6.029], [-1.046, -0.931, 5.003], [1.238, -3.793, -0.022], [1.217, -2.791, 0.903], [4.550, -2.220, -0.441], [3.487, -1.021, -1.204], [2.956, -1.864, 0.255], [2.554, -5.119, -2.770], [0.874, -6.861, -2.261], [-0.661, -6.605, -0.316], [-1.250, -4.597, 1.956], [0.291, 1.576, 3.178], [-0.720, 2.915, 5.016], [-1.968, 1.773, 6.820], [-2.150, -0.693, 6.824], [-1.138, -2.009, 4.981], [-5.541, 4.709, -0.557], [-4.554, 3.321, -0.173], [-4.783, 2.630, 0.984], [-3.982, 1.538, 1.339], [-4.345, 0.512, 3.114], [-2.906, 1.098, 0.562], [-2.130, 0.132, 0.905], [-2.706, 1.826, -0.676], [-1.689, 1.399, -1.475], [-1.431, 2.022, -2.601], [-2.178, 3.125, -3.040], [-3.219, 3.565, -2.270], [-3.515, 2.929, -1.043], [-5.588, 2.944, 1.636], [-0.606, 1.641, -3.196], [-1.926, 3.609, -3.974], [-3.834, 4.395, -2.592], [0.493, -1.127, -3.083], [-0.498, -1.660, -4.039], [-1.151, -2.924, -3.486], [-2.065, -2.594, -2.301], [-3.257, -2.434, -2.508], [-1.472, -2.479, -1.140], [0.936, -0.287, -3.438], [1.230, -1.812, -2.942], [-0.047, -1.872, -5.012], [-1.268, -0.900, -4.193], [-0.383, -3.632, -3.167], [-1.758, -3.372, -4.271], [1.719, 1.426, -1.535], [2.374, 2.293, -1.157], [3.157, 3.389, -0.641], [2.695, 4.099, 0.466], [3.449, 5.151, 0.960], [4.652, 5.490, 0.354], [5.108, 4.779, -0.750], [4.363, 3.725, -1.251], [1.757, 3.820, 0.928], [3.096, 5.709, 1.818], [5.238, 6.314, 0.743], [6.044, 5.048, -1.220], [4.707, 3.162, -2.110]],
  "de_lowest_ev": 0.634,
  "homo_lumo_gap_ev": 6.66,
  "largest_force_ev_per_a": 0.38,
  "energy_ha": -2987.77149,
  "homo_ha": -0.2601
}